Entry from the Open Molecules 2025 dataset: a 6-piece molecular cluster, C37H40F4N3O overall in a non-equilibrium geometry (ωB97M-V/def2-TZVPD).

```
! wB97M-V def2-TZVPD RIJCOSX def2/J DEFGRID3
* xyz 1 1
N 3.722 3.291 -1.509
C 3.197 2.026 -1.476
N 4.000 0.950 -2.236
C 5.332 0.682 -1.574
C 5.270 0.380 0.034
C 4.416 -0.949 0.468
F 4.347 -1.254 1.944
C 3.708 -1.892 -0.439
F 2.284 -1.677 -0.897
F 4.481 -3.055 -0.960
N 1.907 1.573 -0.848
C 1.417 2.455 0.268
C 1.689 1.867 1.789
O 0.631 1.793 2.643
F 3.001 1.454 2.337
H 4.352 3.598 -0.728
H 3.515 3.959 -2.307
H 3.429 0.089 -2.380
H 5.938 -0.137 -2.191
H 5.972 1.682 -1.702
H 6.393 0.202 0.397
H 4.896 1.324 0.621
H 1.167 1.321 -1.540
H 0.229 2.501 0.161
H 1.778 3.566 0.241
C 1.725 -6.304 -4.143
C 0.830 -5.278 -4.445
C 0.853 -4.093 -3.711
C 1.778 -3.929 -2.680
C 2.676 -4.954 -2.380
C 2.647 -6.143 -3.108
H 1.705 -7.229 -4.713
H 0.114 -5.403 -5.254
H 0.151 -3.296 -3.943
H 1.799 -3.003 -2.111
H 3.398 -4.825 -1.577
H 3.343 -6.943 -2.870
C -1.207 -0.749 3.777
C -0.692 -1.624 4.733
C -1.517 -2.586 5.315
C -2.856 -2.680 4.933
C -3.370 -1.807 3.974
C -2.547 -0.839 3.399
H -0.565 0.003 3.326
H 0.352 -1.555 5.026
H -1.118 -3.263 6.065
H -3.498 -3.433 5.383
H -4.412 -1.882 3.675
H -2.949 -0.156 2.656
C 1.916 7.957 3.297
C 1.414 6.659 3.389
C 2.021 5.624 2.678
C 3.137 5.886 1.883
C 3.641 7.183 1.794
C 3.028 8.219 2.498
H 1.440 8.764 3.849
H 0.548 6.454 4.014
H 1.625 4.614 2.744
H 3.613 5.078 1.332
H 4.512 7.386 1.176
H 3.418 9.231 2.424
C -2.818 1.919 -4.869
C -2.156 2.798 -4.013
C -1.558 2.320 -2.848
C -1.614 0.959 -2.543
C -2.274 0.080 -3.401
C -2.879 0.560 -4.562
H -3.287 2.293 -5.776
H -2.106 3.857 -4.254
H -1.048 3.006 -2.177
H -1.144 0.586 -1.637
H -2.316 -0.980 -3.165
H -3.398 -0.125 -5.228
C -7.499 -3.813 -0.375
C -8.570 -3.923 0.512
C -8.356 -3.791 1.884
C -7.072 -3.538 2.368
C -6.002 -3.424 1.480
C -6.215 -3.566 0.109
H -7.666 -3.919 -1.444
H -9.571 -4.113 0.134
H -9.189 -3.883 2.575
H -6.906 -3.430 3.436
H -5.002 -3.226 1.858
H -5.380 -3.482 -0.582
*
```

Computed properties:
frontier orbital gap: 0.1567 Eh
LUMO level: -0.2308 Ha
E_tot: -2072.161167 Ha
ΔE to the lowest compared entry with this formula, charge and spin: 83.1 kcal per mole

Entry from the Open Molecules 2025 dataset: C5H6N as an isolated structure in a non-equilibrium geometry (ωB97M-V/def2-TZVPD).

```
! wB97M-V def2-TZVPD RIJCOSX def2/J DEFGRID3
* xyz 1 1
C -0.898 -0.063 0.128
C -2.191 -0.094 0.055
C 1.163 -1.035 -0.409
C 0.517 1.381 -0.080
C 1.327 0.337 0.470
N 0.251 -0.640 0.598
H -3.029 -0.753 0.289
H -2.499 0.604 -0.755
H 0.733 -1.106 -1.362
H 1.953 -1.699 -0.300
H 0.676 2.486 0.086
H 1.997 0.582 1.280
*
```

Computed properties:
frontier orbital gap: 0.3176 Eh
LUMO level: -0.2348 Ha
E_tot: -248.343665 Ha
ΔE to the lowest compared entry with this formula, charge and spin: 170.7 kcal per mole

Entry from the Open Molecules 2025 dataset: a 2-piece molecular cluster, C4H5NO3 overall in a non-equilibrium geometry (ωB97M-V/def2-TZVPD).

```
! wB97M-V def2-TZVPD RIJCOSX def2/J DEFGRID3
* xyz 0 1
C 0.685 -1.870 0.905
C 0.191 0.107 -0.538
C -0.276 1.152 0.346
C -0.472 2.386 -0.109
O 1.426 -0.903 0.587
O -0.697 -1.478 0.442
N 0.369 -0.008 -1.729
O 0.845 -2.986 1.304
H -1.226 -2.257 0.221
H 0.746 -0.814 -2.203
H -0.451 0.867 1.371
H -0.304 2.639 -1.147
H -0.835 3.163 0.549
*
```

Computed properties:
frontier orbital gap: 0.3828 Eh
LUMO level: 0.0027 Ha
E_tot: -435.818711 Ha
ΔE to the lowest compared entry with this formula, charge and spin: 63.9 kcal per mole

Entry from the Open Molecules 2025 dataset: a 2-piece molecular cluster, C27H51ClF2IN3O2 overall in a non-equilibrium geometry (ωB97M-V/def2-TZVPD).

```
! wB97M-V def2-TZVPD RIJCOSX def2/J DEFGRID3
* xyz 0 1
C 6.195 1.719 -1.922
C 6.415 0.962 -0.617
C 5.585 1.469 0.565
C 4.315 0.666 0.841
C 3.019 1.441 0.677
C 2.810 1.991 -0.719
C 1.357 2.302 -0.953
C 1.077 3.167 -2.157
C -0.411 3.313 -2.419
C -1.228 3.956 -1.313
C -1.683 3.005 -0.211
C -3.124 3.199 0.221
C -3.400 2.762 1.643
C -3.063 1.301 2.008
C -1.800 1.195 2.853
C -1.774 0.031 3.842
C -2.099 -1.367 3.329
C -0.888 -2.096 2.736
C -0.742 -2.097 1.243
N -1.813 -2.716 0.501
C -1.757 -2.266 -0.900
C -2.827 -2.911 -1.753
C -3.377 -1.891 -2.726
C -4.736 -2.174 -3.238
Cl -4.762 -3.670 -4.208
C -0.373 -2.407 -1.509
N 0.644 -3.086 -0.619
C 0.582 -2.715 0.848
N 1.005 -3.823 1.689
C 2.369 -4.157 1.481
O 2.825 -4.732 0.512
F 3.107 -3.700 2.458
C 0.192 -4.989 1.739
O 0.112 -5.731 2.707
F -0.424 -5.221 0.591
H 5.512 1.172 -2.552
H 7.105 1.808 -2.489
H 5.749 2.684 -1.754
H 6.173 -0.074 -0.796
H 7.456 0.986 -0.347
H 5.310 2.491 0.362
H 6.217 1.477 1.437
H 4.265 -0.174 0.158
H 4.351 0.248 1.833
H 3.006 2.239 1.406
H 2.212 0.760 0.932
H 3.409 2.882 -0.817
H 3.178 1.240 -1.407
H 0.782 1.387 -1.044
H 0.989 2.828 -0.088
H 1.490 4.158 -2.035
H 1.535 2.743 -3.042
H -0.589 3.813 -3.356
H -0.793 2.308 -2.526
H -2.103 4.362 -1.794
H -0.683 4.777 -0.865
H -1.530 1.975 -0.491
H -1.049 3.158 0.652
H -3.403 4.234 0.104
H -3.733 2.621 -0.456
H -2.854 3.403 2.320
H -4.458 2.911 1.780
H -3.897 0.901 2.562
H -2.961 0.714 1.105
H -1.785 2.090 3.456
H -0.901 1.245 2.256
H -0.820 -0.017 4.341
H -2.498 0.274 4.603
H -2.369 -1.943 4.198
H -2.969 -1.366 2.695
H -0.904 -3.108 3.107
H 0.013 -1.664 3.145
H -0.676 -1.051 0.929
H -2.702 -2.391 0.844
H -1.981 -1.208 -0.908
H -2.463 -3.793 -2.260
H -3.626 -3.229 -1.099
H -3.455 -0.924 -2.254
H -2.700 -1.769 -3.561
H -5.058 -1.272 -3.831
H -5.434 -2.259 -2.423
H -0.461 -3.027 -2.384
H 0.059 -1.484 -1.837
H 1.559 -2.806 -0.954
H 0.590 -4.091 -0.769
H 1.300 -1.927 1.010
I -4.732 0.953 -4.318
*
```

Computed properties:
frontier orbital gap: 0.1615 Eh
LUMO level: -0.0566 Ha
E_tot: -2331.667665 Ha